{
  "formula": "C4H5NO",
  "method": "ωB97M-V/def2-TZVPD",
  "elements": ["C", "O", "H", "H", "C", "N", "H", "H", "C", "C", "H"],
  "xyz": [[-1.7211, 0.6898, -0.1746], [1.4653, -0.7476, 0.4929], [-0.4940, -1.2976, 0.5405], [0.6234, 1.3242, 0.9346], [0.5698, -1.5607, 0.5091], [-2.7278, 0.6564, 0.3881], [1.5980, 1.3101, -0.5948], [0.7999, -2.6162, 0.6609], [0.7174, 0.9193, -0.0731], [-0.4390, 0.6716, -0.8061], [-0.4295, 0.7239, -1.8964]],
  "atomic_forces_ev_per_a": [[0.34, -0.21, 0.08], [0.35, -1.54, -0.03], [0.04, 0.26, -0.59], [0.04, -0.52, -0.06], [0.45, -0.46, 1.27], [-0.06, 0.03, -0.06], [-0.18, -0.77, 0.16], [0.15, -0.19, -0.12], [-2.20, 2.51, -1.38], [0.98, 1.26, 0.35], [0.08, -0.35, 0.37]],
  "charge": 0,
  "e_homo_ev": -8.7,
  "gap_ev": 8.32,
  "relative_energy_ev": 3.166,
  "molar_mass_g_mol": 83.09,
  "spin_multiplicity": 1,
  "max_force_ha_per_bohr": 0.0702,
  "energy_ha": -285.2982
}

{
  "formula": "C4H5NO",
  "method": "ωB97M-V/def2-TZVPD",
  "elements": ["N", "H", "O", "C", "H", "H", "C", "C", "H", "C", "H"],
  "xyz": [[-1.4711, -2.0830, 1.0598], [1.4166, -0.4429, -1.7531], [1.3225, 0.8628, -0.1993], [-0.6814, 0.0148, -0.2941], [1.0527, -1.2273, -0.2169], [0.2580, 0.7215, 1.5829], [0.1233, 1.0411, 0.5437], [0.8636, -0.3217, -0.8010], [-0.2173, 2.0807, 0.4835], [-1.1977, -1.1257, 0.4693], [-1.5297, 0.4808, -0.8299]],
  "atomic_forces_ev_per_a": [[0.09, 0.99, -0.53], [-1.37, 0.06, -0.15], [0.18, 0.24, 0.35], [0.55, -0.11, -0.21], [0.44, 0.05, 0.13], [-0.14, 0.16, -0.04], [-0.07, 0.27, 0.41], [-0.57, -0.27, 0.06], [-0.02, -0.25, 0.11], [0.01, -0.79, 0.32], [0.89, -0.35, -0.44]],
  "charge": 0,
  "e_homo_ev": -10.3,
  "gap_ev": 11.18,
  "relative_energy_ev": 2.250,
  "smiles": "N#CC1COC1",
  "molar_mass_g_mol": 83.09,
  "spin_multiplicity": 1,
  "max_force_ha_per_bohr": 0.0269,
  "energy_ha": -285.3319
}

{
  "formula": "C4H5NO",
  "method": "ωB97M-V/def2-TZVPD",
  "elements": ["H", "C", "C", "C", "H", "H", "H", "O", "H", "C", "N"],
  "xyz": [[-2.2228, -0.9931, 0.2443], [1.8844, 0.0710, 0.0739], [0.7949, 0.7976, -0.2588], [-1.7767, -0.0029, 0.1007], [1.1679, 1.2968, -1.1419], [-2.0394, 0.5959, 0.9846], [-2.2339, 0.4754, -0.7665], [1.5904, -1.1892, 0.3437], [2.9057, 0.4150, 0.1478], [-0.2811, -0.1508, -0.0308], [0.2107, -1.3156, 0.3029]],
  "atomic_forces_ev_per_a": [[0.15, 0.20, -0.12], [0.22, -0.39, 0.15], [0.49, -0.85, -0.51], [0.05, 0.01, -0.21], [-1.32, 1.87, 0.06], [0.28, -0.07, -0.25], [0.08, -0.01, 0.00], [0.21, -0.14, 0.85], [0.14, -0.47, -0.31], [0.06, -0.37, -0.04], [-0.37, 0.23, 0.40]],
  "charge": 0,
  "e_homo_ev": -9.8,
  "gap_ev": 10.84,
  "relative_energy_ev": 2.557,
  "smiles": "Cc1ccon1",
  "molar_mass_g_mol": 83.09,
  "spin_multiplicity": 1,
  "max_force_ha_per_bohr": 0.0446,
  "energy_ha": -285.3206
}

{
  "formula": "C4H5NO2",
  "method": "ωB97M-V/def2-TZVPD",
  "elements": ["C", "H", "O", "C", "N", "H", "H", "C", "O", "C", "H", "H"],
  "xyz": [[-1.2372, -1.1705, 0.2174], [-0.8803, 1.9830, 0.7552], [-2.2536, -0.9942, -0.4144], [-0.5880, 1.1741, 0.0870], [-0.5177, -0.0914, 0.7832], [-0.9263, -2.1989, 0.4647], [1.5012, -0.0098, -1.6882], [1.5823, -0.2927, -0.6115], [2.2643, -1.1667, -0.1372], [0.7251, 0.5236, 0.3640], [1.3261, 1.0729, 1.1015], [-0.9959, 1.1707, -0.9216]],
  "atomic_forces_ev_per_a": [[-0.21, 0.23, -0.04], [0.11, 0.08, -0.46], [0.45, 0.01, 0.20], [0.01, 0.02, -0.10], [-0.79, -0.45, -0.04], [0.45, 0.38, 0.17], [0.28, -0.49, 0.23], [-0.49, 0.47, 0.93], [-0.16, 0.41, -0.96], [0.54, 0.24, -0.34], [-0.15, -0.87, 0.18], [-0.04, -0.03, 0.22]],
  "charge": 0,
  "e_homo_ev": -10.0,
  "gap_ev": 10.31,
  "relative_energy_ev": 2.408,
  "smiles": "O=C[C@H]1CN1C=O",
  "molar_mass_g_mol": 99.09,
  "spin_multiplicity": 1,
  "max_force_ha_per_bohr": 0.0224,
  "energy_ha": -360.5809
}

{
  "formula": "C4H5NO2",
  "method": "ωB97M-V/def2-TZVPD",
  "elements": ["H", "C", "N", "O", "H", "C", "H", "C", "O", "H", "H", "C"],
  "xyz": [[0.1771, 1.5373, 2.0790], [-0.0903, -0.4649, -0.2269], [-0.0132, 1.0598, 1.2744], [-2.0271, 0.2042, 0.9720], [-1.9182, -1.1102, -1.0678], [-0.9475, -0.8680, -1.2105], [1.6090, 0.6746, -1.0403], [-0.9071, 0.2341, 0.7462], [1.3816, 0.9614, 0.7956], [-0.5035, -1.4304, -2.0305], [1.9564, -0.7989, 0.0072], [1.2829, 0.0011, -0.2984]],
  "atomic_forces_ev_per_a": [[-0.97, 1.44, 2.69], [-3.99, -0.52, -4.55], [3.72, 1.33, -0.69], [-6.74, -0.63, 1.39], [-3.10, 0.08, 0.83], [5.56, -1.91, -0.08], [0.18, -0.43, -2.08], [6.13, 0.69, 0.41], [-2.21, -0.61, 0.76], [-0.05, 0.58, -0.54], [0.44, -0.03, -0.71], [1.02, 0.00, 2.58]],
  "charge": 0,
  "e_homo_ev": -9.2,
  "gap_ev": 9.53,
  "relative_energy_ev": 4.384,
  "smiles": "C=C1CONC1=O",
  "molar_mass_g_mol": 99.09,
  "spin_multiplicity": 1,
  "max_force_ha_per_bohr": 0.1343,
  "energy_ha": -360.5083
}

{
  "formula": "C4H5NO2",
  "method": "ωB97M-V/def2-TZVPD",
  "elements": ["H", "C", "O", "H", "H", "C", "N", "H", "O", "C", "H", "C"],
  "xyz": [[0.2047, 3.3971, -1.4067], [-0.0759, -0.3839, -0.8442], [0.3582, 2.4293, -1.5648], [-0.9668, -2.5981, -0.3896], [-0.8057, -1.6360, 1.9965], [-0.0300, -1.1270, 1.3614], [0.6397, 2.0401, -0.2543], [0.9931, -1.4634, 1.8095], [0.1377, 0.3905, 1.3025], [0.1235, 0.8376, -0.0232], [-0.3288, -0.2655, -1.8335], [-0.2498, -1.6207, -0.1537]],
  "atomic_forces_ev_per_a": [[0.33, -1.29, -0.59], [-1.78, -3.10, 1.92], [0.10, 1.46, -0.24], [2.73, 2.72, 0.22], [0.26, 1.69, -0.24], [2.07, -0.81, -1.05], [-2.49, -2.84, 1.19], [-1.74, 0.40, -0.93], [-0.80, -1.69, -0.38], [2.81, -0.62, 1.48], [-0.23, 0.15, -2.26], [-1.26, 3.93, 0.88]],
  "charge": 0,
  "e_homo_ev": -8.6,
  "gap_ev": 8.48,
  "relative_energy_ev": 4.949,
  "smiles": "O/N=C1\\C=CCO1",
  "molar_mass_g_mol": 99.09,
  "spin_multiplicity": 1,
  "max_force_ha_per_bohr": 0.0820,
  "energy_ha": -360.4875
}

{
  "formula": "C4H5NO2",
  "method": "ωB97M-V/def2-TZVPD",
  "elements": ["H", "O", "C", "N", "H", "C", "H", "C", "O", "H", "H", "C"],
  "xyz": [[-2.3555, 0.7818, 0.6687], [2.0587, 1.0121, 0.1775], [1.3962, 0.1808, 0.7397], [0.6474, -0.8695, 0.0481], [-1.4857, -1.3957, -0.1989], [-1.2697, 0.6292, 0.5972], [1.3844, 0.0471, 1.8320], [-0.7760, -0.5659, -0.1386], [-0.5244, 1.3915, 1.1649], [0.0889, -1.2311, -2.0269], [0.6254, 0.4830, -1.5993], [0.2103, -0.4634, -1.2644]],
  "atomic_forces_ev_per_a": [[-0.17, -0.07, -0.22], [-0.07, -0.80, 0.14], [0.42, -0.11, -0.29], [0.20, 0.27, 0.10], [0.35, 0.10, 0.24], [0.11, 0.30, 0.12], [0.03, -0.10, -0.23], [-0.14, 0.10, 0.16], [-0.62, 0.01, -0.03], [0.36, 0.05, 0.23], [-0.42, 0.07, 0.05], [-0.04, 0.18, -0.27]],
  "charge": 0,
  "e_homo_ev": -9.9,
  "gap_ev": 10.24,
  "relative_energy_ev": 2.241,
  "smiles": "O=C[C@H]1CN1C=O",
  "molar_mass_g_mol": 99.09,
  "spin_multiplicity": 1,
  "max_force_ha_per_bohr": 0.0159,
  "energy_ha": -360.5871
}

{
  "formula": "C4H5NO2",
  "method": "ωB97M-V/def2-TZVPD",
  "elements": ["C", "N", "H", "H", "C", "H", "C", "O", "O", "H", "C", "H"],
  "xyz": [[0.0140, 0.0337, -0.0415], [0.6094, -1.0569, -0.1652], [1.5835, 2.5669, -1.0718], [1.7946, 0.9040, -1.7363], [1.5552, 1.5045, -0.8487], [-2.5546, -1.6180, 1.6078], [-1.2267, -0.6187, 0.1748], [0.2167, 1.2851, -0.4061], [-0.6762, -2.3377, 1.7418], [2.2504, 1.2503, -0.0417], [-1.4942, -1.5838, 1.2759], [-2.0719, -0.3294, -0.4890]],
  "atomic_forces_ev_per_a": [[0.06, -0.06, -0.16], [-1.32, 0.43, -0.76], [0.26, -0.06, -0.06], [-0.18, 0.13, 0.22], [0.39, 0.24, -0.09], [0.18, 0.10, -0.06], [0.27, -0.51, 0.22], [0.05, 0.14, 0.54], [-0.59, 0.33, 0.22], [-0.01, 0.12, -0.18], [0.13, -0.06, 0.11], [0.78, -0.81, -0.01]],
  "charge": 0,
  "e_homo_ev": [-9.6, -9.6],
  "gap_ev": [9.10, 9.10],
  "relative_energy_ev": 4.215,
  "molar_mass_g_mol": 99.09,
  "spin_multiplicity": 1,
  "max_force_ha_per_bohr": 0.0308,
  "energy_ha": -360.5145
}